Molecular formula: C5H16B2Br4Na3O3
Method: DFT, ωB97M-V/def2-TZVPD

Geometry as ORCA input:
```
! RIJCOSX wB97M-V def2-TZVPD def2/J DEFGRID3
* xyz 0 2
Na 0.248 1.622 -2.288
Na 1.762 1.215 1.870
Na 1.260 -1.506 -0.400
C 3.458 -0.558 -2.325
O 2.347 -0.124 -2.676
O 3.537 -1.456 -1.359
O 4.492 0.066 -2.784
B 0.023 0.720 0.005
H -0.546 0.336 -0.827
H -0.138 1.783 0.098
H -0.213 0.234 0.939
H 1.051 0.587 -0.292
B 2.134 -1.369 2.203
H 2.129 -1.988 3.086
H 2.844 -0.564 2.319
H 2.291 -2.012 1.351
H 1.172 -0.888 2.122
Br -4.578 -5.177 -3.464
C -3.795 -3.854 -2.233
C -2.383 -3.339 -2.659
Br -2.299 -1.738 -1.504
H -3.796 -4.342 -1.259
H -4.519 -3.039 -2.227
H -2.256 -2.949 -3.669
H -1.564 -4.000 -2.374
Br -0.048 5.888 0.858
C -0.840 4.240 1.727
C 0.108 3.912 2.880
Br -0.300 2.085 3.758
H -0.924 3.476 0.954
H -1.891 4.214 2.014
H 0.085 4.756 3.569
H 1.149 3.768 2.589
*
```

Values from the calculation:
* LUMO (spin up / spin down): -1.2 / -1.4 eV
* max |F|: 4.6 eV/Å
* HOMO energy (spin up / spin down): -9.3277 / -9.1235 eV
* expectation value of S²: 0.759
* frontier orbital gap (spin up / spin down): 8.14 / 7.74 eV